(1)
This record from the Open Molecules 2025 dataset describes the ion C3H7N4O3 with charge +1. The level of theory is ωB97M-V/def2-TZVPD.

Cartesian coordinates (Å):
O -1.737727 2.031812 0.296066
O -1.401415 1.393029 3.145195
O 0.875396 1.240176 -0.898324
N -0.831972 0.973010 2.153939
N 0.108687 0.490018 -0.087324
N 0.912697 -0.109585 1.009447
N 0.427990 0.031266 2.198825
C 0.527214 -1.610039 -1.366713
C -0.514072 -0.627689 -0.975088
C -1.018551 1.289066 0.826266
H 0.394610 -2.006627 -2.303193
H 1.420165 -0.993760 -1.282730
H 0.503213 -2.474995 -0.542752
H 1.305276 -1.012504 0.758258
H -1.409986 -0.881712 -0.511279
H 1.103269 2.175543 -0.591010
H -0.664797 0.092990 -1.829585

Atomic forces in eV per Å
O -0.6 0.4 -0.5
O 0.2 -0.1 -0.6
O 0.7 1.8 -0.7
N 3.9 -2.9 -0.7
N -0.5 -1.2 3.6
N 0.1 1.0 -2.2
N -3.2 1.7 2.5
C 0.3 -1.0 5.1
C 0.8 3.8 -2.3
C 0.4 0.4 -0.9
H -0.3 -0.9 -2.2
H 0.7 -0.8 -0.6
H 0.5 1.6 -2.0
H 0.0 -0.1 0.2
H -1.5 -0.8 0.7
H -0.7 -1.6 0.2
H -0.8 -1.2 0.4

orbital gap (alpha / beta) = 9.5 / 7.6 eV
energy = -15311.0758 eV
SMILES = CC[N@+]1(O)NN=[N+]([O-])C1=O
charge = +1
energy above the lowest of the compared OMol25 structures with the same formula, charge and spin = 8.715 eV

(2)
This record from the Open Molecules 2025 dataset describes a structure of composition C4H6LiO2Rb. The level of theory is ωB97M-V/def2-TZVPD.

Cartesian coordinates (Å):
Rb -3.557001 1.785745 -0.348141
O -1.238532 0.650941 1.803006
O -0.876283 0.509887 -2.091100
C 0.716835 -1.321795 -1.725161
C -0.442536 -0.679065 -2.058790
C 0.125478 0.792757 1.601152
C 0.935432 -0.295432 1.393339
Li 0.452290 1.920231 -1.990953
H 0.538100 -1.309613 1.509791
H 0.715268 -2.401875 -1.576587
H 1.605094 -1.026306 -2.301248
H -1.455474 -0.197422 2.210765
H 2.010047 -0.148901 1.512962
H 0.471282 1.720847 2.060966

Atomic forces in eV per Å
Rb 0.4 -0.4 0.0
O -0.7 0.4 -0.3
O 0.6 1.4 -0.6
C -0.5 0.1 -1.7
C 0.1 -0.9 2.0
C 1.3 -2.6 1.1
C -1.0 2.1 1.4
Li -0.3 -1.0 0.0
H 0.1 0.4 -0.8
H -0.3 0.2 0.0
H 0.2 0.4 0.5
H 0.3 0.0 -0.2
H -0.3 -0.1 -0.4
H 0.2 0.1 -1.0

2S+1 = 2
orbital gap (alpha / beta) = 4.8 / 6.1 eV
energy = -9191.6823 eV
charge = +1

(3)
This record from the Open Molecules 2025 dataset describes the ion C4H10NO3 with charge +1. The level of theory is ωB97M-V/def2-TZVPD.

Cartesian coordinates (Å):
O 0.526481 1.506176 0.712517
O -0.588775 -0.098091 -1.992580
O -1.581344 2.064618 -0.129910
N 0.331004 -1.748140 1.306329
C -0.742908 1.801019 0.817680
C 0.991811 0.861701 -0.404839
C -0.604001 -1.001803 0.308677
C 0.272225 -0.438320 -0.806059
H 2.015594 0.537986 -0.078505
H 0.895447 1.570732 -1.264435
H 0.626545 -2.636858 0.755431
H -0.657904 -0.766646 -2.680832
H -1.496783 -1.487982 -0.017889
H -0.069785 -1.831901 2.215664
H -1.168481 1.975938 -0.982673
H 1.241232 -1.264493 1.496879
H -1.029684 2.152995 1.826494
H 1.039327 -1.196932 -1.081951

Atomic forces in eV per Å
O -2.2 1.2 1.7
O 1.0 0.4 1.9
O 0.6 0.3 1.3
N 1.3 -0.6 -3.3
C 0.2 -0.6 1.0
C 1.8 -0.7 -2.0
C 1.3 2.9 0.5
C -2.3 -1.4 -0.7
H -0.6 1.0 -1.0
H 0.9 -0.7 0.4
H -0.6 1.0 2.1
H 0.3 -0.4 0.4
H -0.1 -0.9 0.2
H -0.7 -0.9 0.6
H 0.1 -0.5 -1.4
H -1.1 -0.1 -0.5
H 0.0 -0.5 -0.7
H 0.0 0.7 -0.4

orbital gap (alpha / beta) = 7.5 / 7.5 eV
energy = -11931.7894 eV
charge = +1
energy above the lowest of the compared OMol25 structures with the same formula, charge and spin = 4.822 eV

(4)
This record from the Open Molecules 2025 dataset describes a cluster of 2 separate species, C4H11N3 in total. The level of theory is ωB97M-V/def2-TZVPD.

Cartesian coordinates (Å):
N -0.494079 0.313467 2.286015
N -1.443811 0.400747 -1.503610
N 1.330678 -0.112783 0.823974
C -2.646891 0.357552 -1.624746
C -0.327730 0.102071 -2.235219
C 2.457775 -0.479992 1.615288
C 0.164617 0.200036 1.222133
H -3.184817 0.236885 -2.565886
H -0.556926 -0.437874 2.865355
H -3.294519 0.870536 -0.829664
H 1.382233 -0.146353 -0.215549
H -1.360906 0.877076 2.274804
H 0.417127 0.749755 -2.169768
H 2.516677 -1.623675 1.493033
H 2.338676 -0.448394 2.723605
H -0.629444 0.063263 -3.338525
H 0.070496 -0.928633 -1.917449
H 3.260844 0.006316 1.096210

Atomic forces in eV per Å
N -2.2 2.5 0.0
N 0.4 -0.1 0.3
N -2.5 0.4 -1.3
C -3.1 2.6 1.4
C -0.9 -5.2 -1.8
C 0.8 -3.5 0.6
C 1.1 0.9 -2.8
H 0.1 -0.6 -0.4
H 0.0 -2.7 2.7
H 0.7 -1.2 -0.6
H 0.6 -0.2 1.2
H 0.7 -0.1 0.1
H 3.1 3.4 0.4
H 0.5 1.5 -0.2
H 0.0 1.1 -1.0
H 0.3 -0.1 1.1
H -0.7 1.3 -0.7
H 1.0 0.1 0.8

orbital gap (alpha / beta) = 9.9 / 6.2 eV
energy = -8773.5548 eV
charge = +2
energy above the lowest of the compared OMol25 structures with the same formula, charge and spin = 5.567 eV

(5)
This record from the Open Molecules 2025 dataset describes a structure of composition C42H48BN6Sb2Ti. The level of theory is ωB97M-V/def2-TZVPD.

Cartesian coordinates (Å):
Sb 1.092239 -2.108131 -0.589719
Sb -0.548301 -0.952015 2.389841
Ti -0.175762 0.482216 -0.066969
N -1.566137 2.916031 -0.549534
N 0.951319 2.946308 -0.673035
N 1.147401 1.978560 0.280478
N -1.775720 1.804883 0.235807
N -0.735210 0.503908 -2.067910
N -0.451400 1.783887 -2.494691
C -1.173066 2.379514 5.084519
C -2.240283 -3.451583 2.982364
C 2.141506 -4.521755 -4.067935
C -2.017688 -2.432946 2.058976
C 2.080962 4.994402 -1.529900
C -2.735499 -2.423540 0.864103
C -3.538083 1.060532 1.866555
C 1.932499 -3.211220 1.050212
C 2.222480 -2.435843 2.332221
C -3.882998 -4.427594 1.520313
C 2.304369 2.251968 0.913413
C -2.599959 5.132951 -1.031759
C 1.011675 -2.168110 3.219190
C -1.516559 -1.632433 -3.095730
C 2.850871 3.399063 0.365499
C -2.285618 0.517145 6.129256
C -0.320955 3.072126 -4.630815
C -0.546341 1.833204 -3.835196
C -2.536685 3.816517 -0.338767
C 2.798545 1.417256 2.043523
C 1.163504 -3.580773 -2.089270
C 0.271021 -5.610799 -3.012684
C 1.974874 3.808910 -0.635845
C 0.237003 -4.619673 -2.043689
C -1.922533 1.857618 6.130206
C 3.587474 0.932977 -2.499233
C -1.898780 -0.308192 5.082641
C -0.786631 1.558463 4.034503
C 2.119783 -3.528261 -3.096454
C -3.665238 -3.417507 0.593591
C -0.913447 0.576282 -4.287117
C -1.041469 -0.221179 -3.155938
C -2.910973 2.029315 0.925276
C 2.559754 0.068198 -2.147123
C -3.174206 -4.442933 2.713290
C 3.941421 -0.870074 -0.413373
C -3.414169 3.278250 0.589733
C -1.145932 0.213361 4.035901
C 4.965859 -0.002307 -0.766827
C 2.726295 -0.836652 -1.096205
C 4.787874 0.903439 -1.804586
C 1.220109 -5.557745 -4.025913
B -0.364625 2.992096 -1.509825
H -0.311939 2.826022 -5.689723
H -2.442656 -1.726713 -3.662527
H -0.789062 -2.311688 -3.539093
H 2.883783 -4.487227 -4.854231
H -3.309603 1.318888 2.900621
H -2.590325 -1.627519 0.137387
H -3.347732 -5.228059 3.437013
H 2.851098 -3.621261 0.625873
H 3.825458 1.098008 1.867789
H -4.620161 1.093562 1.746996
H 2.847357 -2.726402 -3.129477
H 1.243586 -6.330732 -4.782199
H -1.691420 -3.487840 3.916510
H 2.036402 4.704742 -2.579528
H 2.733655 -1.497768 2.104108
H 1.272338 5.701210 -1.343878
H 2.932355 -3.022217 2.922806
H 2.180461 0.528277 2.172518
H 5.591743 1.573017 -2.080541
H 0.527181 -3.105798 3.496552
H -4.315958 3.730854 0.965097
H 1.271535 -4.060711 1.235719
H -4.609923 -5.201793 1.314732
H 2.774134 1.986183 2.973388
H -0.515055 -4.663830 -1.261848
H 1.315297 -1.669005 4.140028
H 1.636964 0.091836 -2.717156
H -1.103994 0.289292 -5.307224
H -2.669229 5.007413 -2.112197
H -0.381621 4.001995 -2.129629
H -0.442563 -6.423238 -2.978641
H -0.221041 1.978619 3.207368
H -2.873145 0.114472 6.943466
H -1.114292 3.799646 -4.457003
H 5.910703 -0.043835 -0.240372
H 3.767165 3.884623 0.655497
H 3.025749 5.501722 -1.351870
H 3.452998 1.619526 -3.325701
H -1.716975 5.735260 -0.818025
H -2.226929 2.497565 6.947348
H -1.711563 -1.951136 -2.072978
H 4.112359 -1.579301 0.387684
H -3.476679 5.679552 -0.694073
H -3.222120 0.034450 1.683855
H -0.894733 3.425144 5.085138
H 0.627446 3.544150 -4.377230
H -4.223687 -3.399788 -0.333373
H -2.201933 -1.348285 5.085656

Atomic forces in eV per Å
Sb 0.1 0.2 0.1
Sb 0.0 0.0 0.0
Ti -0.3 -0.1 0.2
N 0.1 0.0 0.0
N 0.0 0.0 0.0
N -0.1 -0.1 -0.1
N 0.2 0.0 -0.1
N -0.1 0.1 0.0
N 0.0 0.1 0.0
C 0.0 0.0 0.0
C 0.0 0.0 0.0
C 0.0 0.0 0.0
C 0.0 0.0 0.0
C 0.0 0.0 0.0
C 0.0 0.0 0.0
C 0.0 0.0 0.0
C 0.0 0.0 -0.1
C 0.0 0.0 0.0
C 0.0 0.0 0.0
C 0.0 0.0 0.0
C 0.0 0.0 0.0
C 0.0 0.0 0.0
C 0.1 0.0 0.0
C 0.0 0.0 0.0
C 0.0 0.0 0.0
C 0.0 0.0 0.0
C 0.0 0.0 0.0
C -0.1 -0.1 0.0
C 0.0 0.0 0.0
C 0.0 0.0 0.0
C 0.0 0.0 0.0
C 0.0 0.0 0.0
C 0.0 0.0 0.0
C 0.0 0.0 0.0
C 0.0 0.0 0.0
C 0.0 0.0 0.0
C 0.0 0.0 0.0
C 0.0 0.0 0.0
C 0.0 0.0 0.0
C 0.0 0.0 0.0
C 0.0 0.0 0.0
C -0.1 0.0 0.0
C 0.0 0.0 0.0
C 0.0 0.0 0.0
C 0.0 0.0 0.0
C 0.0 0.0 0.0
C 0.0 -0.1 0.0
C 0.0 0.0 0.0
C 0.0 -0.1 0.0
C 0.0 0.0 0.0
C 0.0 0.0 0.0
B 0.0 0.0 0.0
H 0.0 0.0 0.0
H 0.0 0.0 0.0
H 0.0 0.0 0.0
H 0.0 0.0 0.0
H 0.0 0.0 0.0
H 0.0 0.0 0.0
H 0.0 0.0 0.0
H 0.0 0.0 0.0
H 0.0 0.0 0.0
H 0.0 0.0 0.0
H 0.0 0.0 0.0
H 0.0 0.0 0.0
H 0.0 0.0 0.0
H 0.0 0.0 0.0
H 0.0 0.0 0.0
H 0.0 0.0 0.0
H 0.0 0.0 0.0
H 0.0 0.0 0.0
H 0.0 0.0 0.0
H 0.0 0.0 0.0
H 0.0 0.0 0.0
H 0.0 0.0 0.0
H 0.0 0.0 0.0
H 0.0 0.0 0.0
H 0.0 0.0 0.0
H 0.0 0.0 0.0
H 0.0 0.0 0.0
H 0.0 0.0 0.0
H 0.0 0.0 0.0
H 0.0 0.0 0.0
H 0.0 0.0 0.0
H 0.0 0.0 0.0
H 0.0 0.0 0.0
H 0.0 0.0 0.0
H 0.0 0.0 0.0
H 0.0 0.0 0.0
H 0.0 0.0 0.0
H 0.0 0.0 0.0
H 0.0 0.0 0.0
H 0.0 0.0 0.0
H 0.0 0.0 0.0
H 0.0 0.0 0.0
H 0.0 0.0 0.0
H 0.0 0.0 0.0
H 0.0 0.0 0.0
H 0.0 0.0 0.0
H 0.0 0.0 0.0
H 0.0 0.0 0.0

2S+1 = 2
orbital gap (alpha / beta) = 7.6 / 7.9 eV
energy = -90130.6838 eV
charge = +2
energy above the lowest of the compared OMol25 structures with the same formula, charge and spin = 0.000 eV

(6)
This record from the Open Molecules 2025 dataset describes a cluster of 2 separate species, C20H18F3 in total. The level of theory is ωB97M-V/def2-TZVPD.

Cartesian coordinates (Å):
F -3.511871 2.519987 2.409868
F 4.823469 -1.055633 2.363827
F 2.805569 3.230778 2.221775
C -1.305195 -0.396133 2.115370
C -1.656204 -0.413719 -3.279847
C 2.455653 -0.889137 2.195988
C 2.691353 1.859230 2.190276
C 3.859391 1.111272 2.323573
C -3.109899 1.206823 2.350792
C 1.354728 -0.641647 -3.543952
C 1.426319 1.310636 2.015401
C -0.968247 -0.155038 -4.415855
C -1.239230 -0.464877 -1.901081
C 0.004056 -0.285039 -1.386686
C 0.036700 -0.826877 1.885828
C -3.671027 -1.107404 2.192412
C 1.262145 -0.108811 2.033166
C 0.488402 0.108825 -4.569435
C -2.320133 -1.408822 2.113888
C 1.225678 0.017618 -2.163213
C 3.690773 -0.274811 2.296131
C -1.743768 0.943019 2.368734
C -4.096415 0.228400 2.271370
H 1.081411 -1.701233 -3.511496
H 0.701234 1.187518 -4.477215
H -5.148530 0.491745 2.271632
H -4.412407 -1.906031 2.193158
H 2.406967 -0.569866 -3.857519
H -1.038141 1.732611 2.593981
H 0.795574 -0.187554 -5.583877
H 1.267665 1.110875 -2.315514
H -1.536304 -0.101818 -5.347412
H 0.127107 -0.275001 -0.307167
H -2.740376 -0.586793 -3.394909
H 2.104706 -0.262188 -1.554381
H 2.373328 -1.974712 2.276669
H -2.058659 -0.643318 -1.192950
H 4.837674 1.574647 2.416586
H 0.569007 1.964424 1.893429
H -1.994280 -2.455224 2.103913
H 0.161772 -1.906717 1.704731

Atomic forces in eV per Å
F 0.5 -1.5 0.1
F -1.6 0.9 0.0
F -0.2 -1.7 -0.1
C -0.6 -0.1 0.2
C -0.7 0.0 -1.5
C -0.6 -0.1 -0.2
C -0.3 1.3 0.0
C -0.6 -0.5 -0.2
C 0.4 1.5 0.1
C 0.0 0.6 -0.1
C -0.1 -0.3 0.3
C -0.7 0.1 0.5
C 1.2 0.0 1.4
C -1.6 -0.1 -0.5
C -0.4 0.2 1.2
C -0.1 0.2 0.1
C 1.5 0.5 -0.1
C 0.6 -0.4 0.0
C 0.4 -0.2 -0.2
C 1.0 0.0 -0.1
C 1.2 -0.5 0.1
C -0.4 -0.4 -0.3
C 0.7 -0.6 -0.2
H 0.0 0.1 0.0
H -0.1 -0.3 -0.2
H 0.1 0.1 0.1
H 0.3 0.2 0.0
H -0.3 -0.1 0.1
H -0.4 0.0 -0.2
H -0.1 0.1 0.2
H 0.2 -0.3 0.2
H 0.0 -0.1 0.3
H -0.2 -0.1 -0.1
H 0.6 0.1 -0.1
H -0.2 0.2 -0.2
H 0.2 0.3 -0.2
H 0.3 0.0 -0.2
H -0.2 -0.1 0.0
H 0.5 0.0 -0.2
H -0.2 0.4 -0.3
H -0.1 0.5 0.1

orbital gap = 4.1 eV
energy = -29175.0455 eV
charge = +1
energy above the lowest of the compared OMol25 structures with the same formula, charge and spin = 0.411 eV

(7)
This record from the Open Molecules 2025 dataset describes the molecule C4H6S2. The level of theory is ωB97M-V/def2-TZVPD.

Cartesian coordinates (Å):
S -1.699449 0.523460 -0.930702
S 1.422251 -0.586291 -0.965726
C 0.714135 0.083159 0.338822
C -0.695320 -0.055680 0.456930
C -1.230778 -1.190976 -0.255958
C 1.347508 1.215825 -0.309448
H -1.299088 -0.158240 1.482935
H -1.982744 -1.385549 0.370708
H 1.181748 -0.325342 1.303249
H -0.528183 -1.795926 -0.949294
H 2.242987 1.716821 0.100723
H 0.526929 1.958737 -0.642237

Atomic forces in eV per Å
S 0.0 -1.1 0.3
S 3.1 0.7 -4.5
C 1.4 0.5 6.9
C -3.4 -0.3 2.2
C 2.0 1.1 -3.7
C -0.8 1.2 -0.3
H 2.1 1.6 -1.7
H -3.3 -3.0 1.0
H -0.5 1.0 -1.0
H -1.9 0.7 1.4
H -0.4 -0.8 -0.4
H 1.7 -1.5 -0.4

orbital gap = 9.2 eV
energy = -25912.0136 eV
SMILES = C1S[C@@H]1[C@@H]1CS1
charge = 0
energy above the lowest of the compared OMol25 structures with the same formula, charge and spin = 3.278 eV

Q: Number 7 is which compound?
A: C4H6S2

Q: Which value of charge does entry 4 give?
A: +2

Q: energy of number 2 (C4H6LiO2Rb)?
A: -9191.6823 eV